{
  "formula": "C7H9I2NO2",
  "method": "wB97M-V/def2-TZVPD",
  "species": ["C", "C", "C", "C", "C", "C", "C", "N", "O", "O", "I", "I", "H", "H", "H", "H", "H", "H", "H", "H", "H"],
  "coordinates": [[-0.966, -1.411, -0.208], [-0.758, -1.021, 1.146], [-0.290, -0.616, -1.032], [0.014, 0.083, 1.048], [-1.429, -1.674, 2.288], [1.465, 1.433, -2.200], [1.099, 1.494, -0.706], [0.421, 0.297, -0.265], [-0.318, -0.596, -2.378], [0.551, 0.935, 1.999], [2.909, 1.784, 0.391], [-0.218, 3.222, -0.145], [-1.451, -2.344, -0.482], [-0.768, -2.013, 3.059], [-2.147, -0.962, 2.792], [-1.883, -2.592, 1.841], [2.457, 1.915, -2.155], [0.676, 2.034, -2.661], [1.514, 0.396, -2.440], [-0.810, -1.348, -2.641], [-0.067, 0.983, 2.748]],
  "forces_ev_per_angstrom": [[-0.727, -1.855, 0.268], [0.217, 0.861, -0.402], [0.164, 0.398, 0.041], [1.014, 0.289, 1.276], [-0.984, 0.063, -0.005], [0.110, 1.848, 2.000], [-0.836, -0.597, 0.796], [-0.088, 1.018, -0.361], [1.085, 1.190, -0.115], [-0.812, -0.726, -0.028], [0.682, -0.054, 0.270], [0.235, -0.192, -0.592], [-0.183, 0.327, -0.135], [0.644, -0.161, 0.455], [0.274, -1.065, -0.634], [-0.270, 0.835, 0.839], [-0.645, -0.135, -1.225], [0.513, -0.516, -0.789], [0.205, -0.328, -0.747], [-0.821, -1.182, -0.550], [0.223, -0.020, -0.362]],
  "relative_energy_kj_mol": 118.6,
  "energy_ev": -29189.51612,
  "charge": 0,
  "lumo_energy_ev": -0.1,
  "e_homo_ev": -7.621
}